(1)
Molecular formula: C5H6Cl2
Method: DFT, the ωB97M-V functional and the def2-TZVPD basis

Calculated values
Calculated total energy ... -1114.32519 a.u.
Charge ... 0
HOMO energy (spin up / spin down) ... -8.2 / -7.7 eV

XYZ file:
```
13
Properties=species:S:1:pos:R:3:nbo_charge:R:1
Cl -3.743 0.834 0.224 -0.041
Cl -2.321 -1.635 -0.284 0.055
C -0.967 0.794 -0.684 -0.377
C 0.224 0.173 -1.262 -0.446
C 0.173 0.553 0.175 0.113
C 0.530 -0.313 1.297 -0.687
C -2.125 0.047 -0.222 -0.018
H 0.246 -0.858 -1.447 0.222
H -1.142 1.827 -0.912 0.248
H 1.577 0.037 1.450 0.244
H 0.585 0.897 -2.027 0.242
H 0.378 -1.364 1.066 0.220
H 0.047 -0.166 2.266 0.226
```

(2)
Molecular formula: C2H2NO2P
Method: DFT, the ωB97M-V functional and the def2-TZVPD basis

Calculated values
SMILES ... N#CCOP=O
Calculated total energy ... -623.98774 a.u.
Charge ... 0
HOMO energy ... -10.9 eV

XYZ file:
```
8
Properties=species:S:1:pos:R:3:nbo_charge:R:1
P 0.825 -1.839 0.529 1.553
O 0.137 -3.058 0.846 -1.001
O -0.392 -0.808 0.252 -0.848
N 1.577 2.047 -0.060 -0.268
C 0.668 1.411 -0.244 0.226
C -0.554 0.588 -0.368 -0.126
H -0.985 0.548 -1.259 0.222
H -1.276 1.111 0.304 0.242
```

(3)
Molecular formula: C10H11NO
Method: DFT, the ωB97M-V functional and the def2-TZVPD basis

Calculated values
SMILES ... Cc1ccc2c(c1)C(=O)CCN2
Calculated total energy ... -517.61165 a.u.
Charge ... 0
HOMO energy ... -7.6 eV

XYZ file:
```
23
Properties=species:S:1:pos:R:3:nbo_charge:R:1
O 0.029 -2.117 -2.064 -0.541
N 2.111 0.373 0.306 -0.592
C -1.165 1.627 1.039 -0.134
C -2.030 0.804 0.311 -0.096
C 1.902 -2.087 -0.637 -0.517
C 0.588 -1.579 -1.155 0.582
C -1.414 -0.209 -0.446 -0.121
C -3.513 1.122 0.237 -0.615
C 0.824 0.464 0.387 0.282
C 0.267 1.481 1.091 -0.309
C -0.012 -0.384 -0.411 -0.256
C 2.835 -0.888 -0.265 -0.211
H 2.664 0.942 0.873 0.385
H -1.599 2.469 1.477 0.198
H 0.863 2.194 1.465 0.197
H -4.019 0.874 1.283 0.211
H 1.713 -2.590 0.301 0.229
H -3.528 2.239 0.022 0.217
H -4.063 0.549 -0.425 0.218
H 2.369 -2.795 -1.298 0.243
H 3.347 -0.554 -1.194 0.193
H -1.920 -0.738 -1.266 0.231
H 3.751 -1.197 0.368 0.209
```

(4)
Molecular formula: C2H10NO3
Method: DFT, the ωB97M-V functional and the def2-TZVPD basis

Calculated values
Calculated total energy ... -362.68583 a.u.
Charge ... -1
HOMO energy ... -3.8 eV

XYZ file:
```
16
Properties=species:S:1:pos:R:3:nbo_charge:R:1
O -0.670 2.602 -1.927 -1.020
O 3.014 0.815 -0.340 -1.044
O 0.500 0.899 -0.263 -0.938
N -0.025 -1.284 0.474 -0.691
C -0.506 -0.038 -0.143 0.130
C -0.895 -1.988 1.393 -0.405
H 2.969 1.655 -0.807 0.443
H -1.049 -3.027 1.078 0.161
H -0.869 -0.342 -1.145 0.100
H -1.568 2.378 -1.639 0.441
H -1.312 0.439 0.443 0.090
H 1.980 0.614 -0.334 0.506
H -0.538 -1.967 2.429 0.164
H -1.860 -1.474 1.401 0.179
H -0.115 1.956 -1.374 0.512
H 0.944 -1.237 0.751 0.372
```

Listing energy above the lowest of the compared OMol25 structures with the same formula, charge and spin for the structures above in their given order: 85.66; 12.85; 38.23; 13.53 kcal per mole.